Molecular formula: C6H13N2O5
Method: DFT, ωB97M-V/def2-TZVPD

Calculated values
LUMO level (alpha / beta) ... -2.85 / -8.09 eV
Calculated total energy ... -721.59605 Eh
Spin multiplicity ... 3
<S²> ... 2.0065
Gap between HOMO and LUMO (alpha / beta) ... 0.152 / 0.234 Ha
HOMO (alpha / beta) ... -7.0 / -14.4 eV
Total charge ... +1

CARTESIAN COORDINATES (ANGSTROEM)
1 C -1.045 2.118 -1.122
2 C -0.609 -0.243 -0.926
3 C -1.750 0.757 -0.642
4 C 0.582 0.670 -1.297
5 C 0.034 -1.216 0.398
6 C 1.044 -0.023 0.939
7 N -0.921 -1.558 1.299
8 N 2.450 -0.844 0.892
9 O 0.082 1.767 -1.962
10 O 1.205 0.971 0.060
11 O -2.872 0.421 -1.397
12 O 0.902 -2.313 -0.006
13 O 0.921 0.346 2.225
14 H -1.787 2.737 -1.762
15 H -0.555 2.680 -0.228
16 H -0.948 -0.858 -1.677
17 H -1.925 0.807 0.411
18 H 1.318 0.239 -1.920
19 H -1.791 -0.951 1.272
20 H -0.551 -1.795 2.289
21 H 2.206 -1.764 1.101
22 H 3.043 -0.368 1.607
23 H 2.924 -0.884 -0.123
24 H -3.517 1.131 -1.434
25 H 0.391 -3.108 -0.286
26 H 1.173 1.282 2.290

The natural (NBO) scheme yields these atomic charges, measured in e: number 1, C, carries -0.1221; number 2, C, carries -0.2575; number 3, C, carries 0.0479; number 4, C, carries 0.3631; number 5, C, carries 0.2590; number 6, C, carries 0.6436; number 7, N, carries -0.4574; number 8, N, carries -0.8078; number 9, O, carries -0.4540; number 10, O, carries -0.5360; number 11, O, carries -0.6966; number 12, O, carries -0.7521; number 13, O, carries -0.6921; number 14, H, carries 0.2354; number 15, H, carries 0.2075; number 16, H, carries 0.2634; number 17, H, carries 0.1684; number 18, H, carries 0.2022; number 19, H, carries 0.3388; number 20, H, carries 0.2238; number 21, H, carries 0.4282; number 22, H, carries 0.4436; number 23, H, carries 0.4225; number 24, H, carries 0.4965; number 25, H, carries 0.5259; number 26, H, carries 0.5055

=====

Molecular formula: C25H17N3
Method: DFT, ωB97M-V/def2-TZVPD

Calculated values
LUMO level ... -3.34 eV
Calculated total energy ... -1127.00297 Eh
Relative energy (zero: lowest compared OMol25 entry of this formula, charge and spin) ... 0.0 kcal/mol
Gap between HOMO and LUMO ... 0.121 Ha
HOMO ... -6.6 eV

CARTESIAN COORDINATES (ANGSTROEM)
1 C 0.169 1.033 0.413
2 C 1.528 1.553 0.520
3 C 2.298 1.300 1.672
4 C 3.541 1.881 1.886
5 C 4.069 2.785 0.958
6 C 3.319 3.103 -0.178
7 C 2.076 2.508 -0.390
8 C -0.568 1.064 -0.837
9 C -1.956 1.331 -0.546
10 C -2.869 1.557 -1.570
11 C -2.431 1.470 -2.898
12 C -1.072 1.238 -3.184
13 C -0.130 1.112 -2.157
14 C -2.113 1.366 0.900
15 C -0.819 1.120 1.501
16 C -0.719 1.285 2.886
17 C -1.885 1.449 3.658
18 C -3.143 1.618 3.062
19 C -3.248 1.624 1.666
20 H 1.906 0.581 2.383
21 H 4.121 1.613 2.768
22 H 5.057 3.219 1.110
23 H 3.738 3.800 -0.907
24 H 1.519 2.799 -1.276
25 H -3.912 1.769 -1.327
26 H -3.139 1.588 -3.719
27 H -0.751 1.147 -4.223
28 H 0.938 1.026 -2.368
29 H 0.252 1.266 3.376
30 H -1.824 1.429 4.747
31 H -4.033 1.752 3.684
32 H -4.206 1.788 1.174
33 C -0.962 -4.471 -1.974
34 C -0.683 -3.220 -1.435
35 C 0.445 -3.097 -0.601
36 C 1.263 -4.232 -0.346
37 C 0.961 -5.490 -0.907
38 C -0.158 -5.595 -1.719
39 N 2.287 -3.792 0.489
40 N 2.067 -2.486 0.702
41 N 0.975 -2.006 0.078
42 H -1.825 -4.600 -2.612
43 H -1.254 -2.313 -1.597
44 H 1.606 -6.326 -0.688
45 H -0.434 -6.544 -2.174

The natural (NBO) scheme yields these atomic charges, measured in e: number 1, C, carries 0.4015; number 2, C, carries -0.1765; number 3, C, carries -0.1046; number 4, C, carries -0.2160; number 5, C, carries -0.1334; number 6, C, carries -0.2483; number 7, C, carries -0.0719; number 8, C, carries -0.1746; number 9, C, carries 0.0944; number 10, C, carries -0.2298; number 11, C, carries -0.1317; number 12, C, carries -0.2251; number 13, C, carries -0.0989; number 14, C, carries -0.0138; number 15, C, carries -0.0713; number 16, C, carries -0.1333; number 17, C, carries -0.2104; number 18, C, carries -0.1435; number 19, C, carries -0.2060; number 20, H, carries 0.2313; number 21, H, carries 0.2323; number 22, H, carries 0.2266; number 23, H, carries 0.2284; number 24, H, carries 0.2122; number 25, H, carries 0.2247; number 26, H, carries 0.2283; number 27, H, carries 0.2321; number 28, H, carries 0.2377; number 29, H, carries 0.2277; number 30, H, carries 0.2283; number 31, H, carries 0.2285; number 32, H, carries 0.2246; number 33, C, carries -0.2354; number 34, C, carries -0.2377; number 35, C, carries 0.0477; number 36, C, carries 0.0249; number 37, C, carries -0.2074; number 38, C, carries -0.2560; number 39, N, carries -0.3234; number 40, N, carries -0.1018; number 41, N, carries -0.3851; number 42, H, carries 0.1960; number 43, H, carries 0.1944; number 44, H, carries 0.2114; number 45, H, carries 0.2030

=====

Molecular formula: H32O16
Method: DFT, ωB97M-V/def2-TZVPD

Calculated values
LUMO level ... -0.31 eV
Calculated total energy ... -1223.02235 Eh
Relative energy (zero: lowest compared OMol25 entry of this formula, charge and spin) ... 110.7 kcal/mol
Gap between HOMO and LUMO ... 0.341 Ha
HOMO ... -9.6 eV

CARTESIAN COORDINATES (ANGSTROEM)
1 O 6.898 -22.405 0.581
2 H 6.326 -21.661 0.757
3 H 7.732 -21.983 0.681
4 O 3.186 -18.259 -0.919
5 H 2.262 -17.917 -0.947
6 H 2.945 -19.196 -1.011
7 O 7.020 -18.026 3.098
8 H 6.912 -18.955 3.222
9 H 7.950 -17.979 3.064
10 O 8.125 -19.943 0.859
11 H 7.249 -19.699 0.881
12 H 8.264 -20.291 1.712
13 O 4.666 -21.152 -1.993
14 H 4.305 -21.019 -2.840
15 H 5.049 -22.029 -2.164
16 O 6.917 -16.952 0.429
17 H 7.086 -17.507 1.207
18 H 6.089 -16.539 0.504
19 O 2.328 -20.278 1.180
20 H 3.119 -20.734 1.480
21 H 1.756 -20.321 1.932
22 O 3.690 -17.674 2.133
23 H 3.984 -16.962 2.683
24 H 3.698 -18.384 2.729
25 O 4.273 -15.812 0.196
26 H 4.089 -16.142 -0.652
27 H 3.896 -16.572 0.737
28 O 6.861 -20.835 3.305
29 H 6.230 -21.445 2.932
30 H 7.611 -21.380 3.382
31 O 5.293 -19.845 0.844
32 H 4.971 -19.113 1.351
33 H 5.225 -19.567 -0.095
34 O 4.643 -18.133 -3.048
35 H 4.146 -18.225 -2.287
36 H 4.284 -18.704 -3.716
37 O 6.817 -18.682 -1.725
38 H 6.089 -18.398 -2.320
39 H 6.905 -18.057 -1.040
40 O 3.926 -19.713 4.345
41 H 3.864 -20.458 3.739
42 H 3.067 -19.297 4.426
43 O 3.786 -22.528 0.202
44 H 2.797 -22.514 0.239
45 H 4.028 -21.823 -0.423
46 O 3.899 -21.981 2.811
47 H 4.161 -22.373 1.995
48 H 3.322 -22.633 3.245

The natural (NBO) scheme yields these atomic charges, measured in e: number 1, O, carries -0.9617; number 2, H, carries 0.4723; number 3, H, carries 0.4772; number 4, O, carries -0.9503; number 5, H, carries 0.4903; number 6, H, carries 0.4925; number 7, O, carries -0.9544; number 8, H, carries 0.4923; number 9, H, carries 0.4669; number 10, O, carries -0.9358; number 11, H, carries 0.4811; number 12, H, carries 0.4471; number 13, O, carries -0.9405; number 14, H, carries 0.4698; number 15, H, carries 0.4934; number 16, O, carries -0.9874; number 17, H, carries 0.4903; number 18, H, carries 0.4887; number 19, O, carries -0.9769; number 20, H, carries 0.4987; number 21, H, carries 0.4643; number 22, O, carries -0.9629; number 23, H, carries 0.4855; number 24, H, carries 0.4894; number 25, O, carries -0.9639; number 26, H, carries 0.4678; number 27, H, carries 0.4931; number 28, O, carries -0.9530; number 29, H, carries 0.4954; number 30, H, carries 0.4713; number 31, O, carries -1.0137; number 32, H, carries 0.4981; number 33, H, carries 0.5119; number 34, O, carries -0.9424; number 35, H, carries 0.4836; number 36, H, carries 0.4648; number 37, O, carries -1.0156; number 38, H, carries 0.4779; number 39, H, carries 0.4861; number 40, O, carries -0.9622; number 41, H, carries 0.4947; number 42, H, carries 0.4615; number 43, O, carries -0.9848; number 44, H, carries 0.4812; number 45, H, carries 0.5067; number 46, O, carries -0.9978; number 47, H, carries 0.5200; number 48, H, carries 0.4895

=====

Molecular formula: C19H27Br39NO2
Method: DFT, ωB97M-V/def2-TZVPD

Calculated values
LUMO level ... 0.75 eV
Calculated total energy ... -101331.71905 Eh
Gap between HOMO and LUMO ... 0.093 Ha
HOMO ... -1.8 eV
Total charge ... -1

CARTESIAN COORDINATES (ANGSTROEM)
1 N -0.159 2.169 -3.466
2 C 0.388 2.470 -2.139
3 C 1.923 2.800 -2.115
4 O 2.611 1.563 -2.439
5 C 2.331 3.221 -0.639
6 C 2.970 4.637 -0.502
7 C 4.258 4.775 -1.396
8 C 4.414 6.214 -1.998
9 O 4.973 6.167 -3.337
10 H 0.444 1.557 -3.995
11 H -0.420 2.997 -3.978
12 H -0.130 3.318 -1.645
13 H 0.191 1.581 -1.503
14 H 2.130 3.573 -2.871
15 H 2.324 0.970 -1.748
16 H 2.945 2.404 -0.197
17 H 1.383 3.255 -0.061
18 H 2.249 5.385 -0.939
19 H 4.234 4.080 -2.270
20 H 5.145 4.628 -0.745
21 H 3.428 6.695 -2.087
22 H 5.106 6.843 -1.403
23 H 5.900 5.954 -3.266
24 C -2.014 1.861 1.073
25 Br -3.003 0.507 0.116
26 Br -2.908 2.383 2.708
27 Br -0.191 1.315 1.382
28 H -1.977 2.736 0.436
29 C -3.773 0.885 -3.926
30 Br -5.106 -0.372 -3.298
31 Br -3.902 1.177 -5.833
32 Br -3.843 2.541 -2.939
33 H -2.801 0.443 -3.735
34 C 6.373 4.806 -6.476
35 Br 6.138 3.425 -5.148
36 Br 8.210 5.409 -6.574
37 Br 5.708 4.254 -8.209
38 H 5.775 5.653 -6.161
39 C 6.025 0.837 0.535
40 Br 4.691 1.601 1.708
41 Br 5.947 1.629 -1.221
42 Br 7.800 0.937 1.307
43 H 5.791 -0.209 0.419
44 C -3.399 -2.757 3.108
45 Br -3.746 -4.058 4.500
46 Br -1.549 -2.202 3.093
47 Br -3.968 -3.398 1.373
48 H -3.994 -1.882 3.337
49 C -1.061 -6.918 4.705
50 Br -1.403 -8.249 6.067
51 Br 0.788 -6.354 4.694
52 Br -1.634 -7.538 2.967
53 H -1.657 -6.048 4.950
54 C -3.435 -10.893 1.264
55 Br -4.416 -12.259 0.308
56 Br -4.331 -10.380 2.899
57 Br -1.603 -11.422 1.592
58 H -3.406 -10.018 0.628
59 C -5.794 4.945 4.413
60 Br -6.125 3.620 5.784
61 Br -3.948 5.521 4.411
62 Br -6.357 4.324 2.669
63 H -6.398 5.810 4.651
64 C -8.754 0.788 -2.481
65 Br -9.051 2.534 -3.259
66 Br -8.697 0.866 -0.549
67 Br -10.049 -0.505 -3.109
68 H -7.781 0.453 -2.814
69 C -6.004 0.563 8.980
70 Br -5.828 -0.005 7.140
71 Br -7.547 1.703 9.230
72 Br -6.019 -0.941 10.196
73 H -5.129 1.155 9.215
74 C 0.278 -11.803 5.533
75 Br 1.812 -10.688 5.155
76 Br 0.457 -13.560 4.743
77 Br -0.085 -11.906 7.433
78 H -0.581 -11.332 5.070
79 C 1.914 3.876 -10.205
80 Br 1.633 5.594 -11.048
81 Br 1.269 3.857 -8.383
82 Br 1.157 2.433 -11.250
83 H 2.984 3.712 -10.165
84 C 7.990 -3.069 2.446
85 Br 6.352 -2.526 1.575
86 Br 7.893 -4.896 3.077
87 Br 9.532 -2.784 1.314
88 H 8.112 -2.437 3.316

The Mulliken scheme yields these atomic charges, measured in e: number 1, N, carries -0.3674; number 2, C, carries -0.7068; number 3, C, carries 0.1140; number 4, O, carries -0.5817; number 5, C, carries 1.1494; number 6, C, carries -1.3455; number 7, C, carries 0.3120; number 8, C, carries -0.8030; number 9, O, carries -0.4847; number 10, H, carries 0.2059; number 11, H, carries 0.2170; number 12, H, carries 0.2807; number 13, H, carries 0.0583; number 14, H, carries 0.4094; number 15, H, carries 0.3715; number 16, H, carries -0.3379; number 17, H, carries -0.1527; number 18, H, carries -0.0520; number 19, H, carries -0.1106; number 20, H, carries 0.2211; number 21, H, carries 0.2773; number 22, H, carries 0.3008; number 23, H, carries 0.2843; number 24, C, carries -0.3004; number 25, Br, carries 0.0795; number 26, Br, carries 0.0152; number 27, Br, carries -0.0447; number 28, H, carries 0.2843; number 29, C, carries -0.2473; number 30, Br, carries -0.0867; number 31, Br, carries -0.0536; number 32, Br, carries -0.0080; number 33, H, carries 0.3110; number 34, C, carries -0.3661; number 35, Br, carries 0.0897; number 36, Br, carries -0.0300; number 37, Br, carries -0.0285; number 38, H, carries 0.3328; number 39, C, carries -0.0162; number 40, Br, carries -0.0533; number 41, Br, carries -0.0281; number 42, Br, carries -0.0601; number 43, H, carries 0.0006; number 44, C, carries -0.3056; number 45, Br, carries -0.0712; number 46, Br, carries 0.0401; number 47, Br, carries -0.0108; number 48, H, carries 0.3251; number 49, C, carries -0.0088; number 50, Br, carries -0.0350; number 51, Br, carries 0.0047; number 52, Br, carries 0.0649; number 53, H, carries -0.0029; number 54, C, carries -0.3047; number 55, Br, carries -0.0485; number 56, Br, carries -0.0093; number 57, Br, carries 0.0022; number 58, H, carries 0.3446; number 59, C, carries -0.3939; number 60, Br, carries 0.0480; number 61, Br, carries -0.0215; number 62, Br, carries 0.0127; number 63, H, carries 0.3400; number 64, C, carries 0.3074; number 65, Br, carries -0.0108; number 66, Br, carries 0.0151; number 67, Br, carries -0.0273; number 68, H, carries -0.2779; number 69, C, carries -0.3153; number 70, Br, carries 0.0134; number 71, Br, carries -0.0264; number 72, Br, carries -0.0562; number 73, H, carries 0.3682; number 74, C, carries -0.1333; number 75, Br, carries 0.0201; number 76, Br, carries -0.0394; number 77, Br, carries -0.0236; number 78, H, carries 0.1587; number 79, C, carries -0.1363; number 80, Br, carries -0.0164; number 81, Br, carries 0.0289; number 82, Br, carries -0.0192; number 83, H, carries 0.1267; number 84, C, carries -0.3351; number 85, Br, carries 0.0634; number 86, Br, carries -0.0532; number 87, Br, carries -0.0096; number 88, H, carries 0.3583

=====

Molecular formula: C2H6O
Method: DFT, ωB97M-V/def2-TZVPD

Calculated values
LUMO level (alpha / beta) ... -0.14 / -0.57 eV
Calculated total energy ... -154.87572 Eh
Relative energy (zero: lowest compared OMol25 entry of this formula, charge and spin) ... 94.2 kcal/mol
Gap between HOMO and LUMO (alpha / beta) ... 0.349 / 0.310 Ha
HOMO (alpha / beta) ... -9.6 / -9.0 eV

CARTESIAN COORDINATES (ANGSTROEM)
1 C -0.389 -1.200 -0.308
2 C 0.410 1.595 0.367
3 O 0.720 -0.415 -0.554
4 H -1.367 -0.844 -0.647
5 H -0.473 -1.732 0.807
6 H -0.092 -2.172 -0.814
7 H -0.332 1.785 -0.420
8 H 1.398 1.935 0.269
9 H 0.125 1.048 1.300

The natural (NBO) scheme yields these atomic charges, measured in e: number 1, C, carries -0.2759; number 2, C, carries -0.2973; number 3, O, carries -0.5298; number 4, H, carries 0.1667; number 5, H, carries 0.1356; number 6, H, carries 0.2062; number 7, H, carries 0.2023; number 8, H, carries 0.1883; number 9, H, carries 0.2040

=====

The lowest calculated total energy belongs to which entry?
C19H27Br39NO2